[1]
{
  "formula": "C21H20N3O7SV",
  "method": "the ωB97M-V functional and the def2-TZVPD basis",
  "species": ["V", "O", "C", "O", "C", "C", "C", "C", "C", "N", "C", "O", "O", "H", "H", "H", "H", "H", "C", "C", "C", "O", "C", "O", "O", "H", "H", "H", "H", "H", "H", "H", "S", "C", "C", "C", "N", "C", "C", "C", "C", "C", "N", "C", "C", "H", "H", "H", "H", "H", "H", "H", "H"],
  "coordinates": [[1.4321, 0.5011, -0.1958], [2.9848, -2.7814, -2.4562], [2.4990, -1.9617, -1.5304], [1.5771, -1.1162, -1.7892], [3.0650, -2.0561, -0.1591], [3.9345, -3.0432, 0.2859], [4.3759, -2.9871, 1.6178], [3.9699, -1.8953, 2.4237], [3.1073, -0.9417, 1.8816], [2.5602, -1.0863, 0.6473], [2.7051, 0.3150, 2.5841], [3.0336, 0.5698, 3.8496], [1.9286, 1.1410, 1.9811], [2.5016, -2.6421, -3.2821], [4.2588, -3.8410, -0.3630], [5.0432, -3.7449, 2.0258], [4.3385, -1.8415, 3.4574], [3.6503, -0.0691, 4.2110], [1.0011, 3.3308, -3.1917], [1.5226, 2.8269, -1.8692], [1.5254, 3.9085, -0.8231], [0.5354, 1.8480, -1.3616], [2.9096, 2.1609, -1.9453], [3.5379, 2.3644, -2.9695], [3.2347, 1.4594, -0.9202], [-0.0633, 3.5534, -3.0747], [1.1467, 2.5815, -3.9667], [1.5180, 4.2382, -3.5017], [0.5728, 4.4410, -0.8935], [2.3003, 4.6356, -1.0753], [1.6487, 3.4974, 0.1819], [-0.1385, 1.6307, -2.0238], [-4.2377, -1.3606, 2.4231], [-2.7067, -0.8933, 1.8017], [-2.2165, 0.3933, 1.9169], [-1.0602, 0.6907, 1.2130], [-0.4028, -0.2427, 0.4950], [-0.8367, -1.5247, 0.4608], [-1.9889, -1.8890, 1.1170], [-5.1703, -1.0300, 0.9845], [-5.5710, 0.2731, 0.6709], [-6.2514, 0.4508, -0.5117], [-6.5704, -0.5722, -1.3073], [-6.1744, -1.7888, -1.0028], [-5.4869, -2.0940, 0.1573], [-2.7432, 1.1426, 2.4895], [-0.6332, 1.7027, 1.2357], [-0.2466, -2.1950, -0.1498], [-2.3417, -2.9121, 1.0779], [-5.3484, 1.1082, 1.3406], [-6.5901, 1.4282, -0.8569], [-6.4336, -2.5655, -1.7281], [-5.2061, -3.1174, 0.4175]],
  "forces_ev_per_angstrom": [[1.986, -1.093, 0.376], [-0.234, 0.394, 1.265], [-2.307, 1.891, -1.506], [2.559, -2.085, 0.857], [-0.750, 0.284, 0.572], [0.237, 0.236, 0.825], [-0.507, 0.805, 0.052], [0.282, -0.693, -0.495], [0.018, -0.601, -0.200], [1.703, 0.214, 0.261], [-3.169, 2.723, -1.312], [-0.281, 0.058, -1.258], [2.574, -2.777, 1.589], [-0.059, 0.148, -0.234], [0.023, 0.038, -0.172], [-0.205, 0.181, -0.163], [-0.138, 0.079, -0.570], [0.248, -0.277, 0.151], [0.028, -0.110, -0.093], [-0.437, 0.555, 0.004], [-0.230, 0.599, -0.199], [-0.552, 0.149, -0.395], [-0.201, 0.059, -1.063], [0.348, -0.137, 0.459], [-0.963, -0.811, 0.537], [0.018, 0.133, -0.104], [-0.012, 0.005, -0.099], [0.003, -0.105, 0.039], [-0.003, -0.028, 0.241], [0.120, -0.123, 0.321], [0.212, 0.165, -0.093], [0.344, 0.107, 0.064], [-1.141, -0.346, 1.949], [1.060, -0.628, -0.606], [0.266, -0.037, -0.445], [0.112, -0.309, 0.068], [-0.277, 0.187, 0.396], [-0.020, 1.099, 0.106], [0.251, 0.423, -0.097], [-0.379, 0.234, -0.414], [0.386, -0.138, 0.388], [-0.479, -0.134, -0.330], [0.034, 0.659, -0.614], [-0.375, -0.597, -0.340], [0.175, -0.009, 0.156], [-0.003, 0.024, -0.027], [-0.148, -0.494, -0.096], [-0.041, -0.108, 0.099], [-0.099, 0.141, 0.028], [-0.046, -0.322, -0.262], [0.092, -0.158, 0.235], [0.033, 0.142, 0.290], [-0.052, 0.389, -0.142]],
  "mulliken_charge": [0.671, -0.431, 0.533, -0.510, 0.316, -0.847, -0.701, -1.030, 1.270, 0.457, 0.434, -0.446, -0.410, 0.410, 0.560, 0.444, 0.234, 0.287, -1.873, 1.870, -1.573, -0.527, 0.290, -0.669, -0.634, 0.506, 0.387, 0.386, 0.385, 0.439, 0.204, 0.233, -0.148, 0.114, -0.718, 0.057, 0.244, -0.310, -0.842, 0.482, -0.221, -0.438, -0.547, -0.396, -0.181, 0.540, 0.340, 0.439, 0.443, 0.349, 0.372, 0.357, 0.399],
  "gap_ev": [6.163, 6.780],
  "homo_energy_ev": [-10.607, -11.351],
  "largest_force_ev_per_a": 4.4,
  "lumo_energy_ev": [-4.4, -4.6],
  "s2": 3.7626,
  "energy_ha": -2845.28244,
  "total_charge": 1,
  "multiplicity": 4
}

=====

[2]
{
  "formula": "C28H47N4RhSi4",
  "method": "the ωB97M-V functional and the def2-TZVPD basis",
  "species": ["Rh", "C", "C", "C", "C", "C", "C", "C", "N", "N", "C", "C", "C", "C", "C", "C", "N", "C", "C", "C", "C", "C", "C", "N", "H", "H", "H", "H", "H", "H", "H", "H", "H", "H", "H", "H", "H", "H", "H", "H", "H", "H", "H", "H", "C", "Si", "C", "C", "Si", "Si", "C", "C", "C", "Si", "C", "C", "C", "H", "H", "H", "H", "H", "H", "H", "H", "H", "H", "H", "H", "H", "H", "H", "H", "H", "H", "H", "H", "H", "H", "H", "H", "H", "H", "H"],
  "coordinates": [[0.7195, -0.1230, -0.7054], [3.4729, -0.0369, -2.5027], [4.2796, -0.2633, -1.2285], [3.9197, 0.6458, -0.0870], [4.9469, 1.2054, 0.6669], [4.6565, 2.0554, 1.7182], [3.3260, 2.3249, 1.9967], [2.3590, 1.7209, 1.2215], [2.6332, 0.9007, 0.1962], [2.1675, -0.7012, -2.5115], [2.3077, -2.1633, -2.4588], [2.2926, -2.7287, -1.0637], [2.8961, -3.9542, -0.8092], [2.8345, -4.4881, 0.4662], [2.1820, -3.7709, 1.4606], [1.5923, -2.5692, 1.1269], [1.6290, -2.0687, -0.1119], [1.4323, -0.3043, -3.7122], [0.0407, -0.8705, -3.7040], [-0.5919, -1.2163, -4.8880], [-1.8803, -1.7260, -4.8414], [-2.4833, -1.8999, -3.6048], [-1.7798, -1.5478, -2.4692], [-0.5544, -1.0188, -2.5128], [4.0734, -0.3892, -3.3520], [3.3180, 1.0350, -2.6385], [5.3290, -0.1057, -1.4725], [4.1889, -1.3000, -0.8982], [5.9740, 0.9801, 0.4169], [5.4480, 2.5022, 2.3037], [3.0389, 2.9872, 2.8005], [1.3115, 1.8936, 1.4206], [3.2168, -2.4886, -2.9770], [1.4631, -2.6216, -2.9777], [3.4066, -4.4759, -1.6072], [3.2899, -5.4443, 0.6830], [2.1337, -4.1388, 2.4747], [1.0630, -1.9826, 1.8657], [1.9500, -0.6237, -4.6257], [1.3678, 0.7871, -3.7329], [-0.0749, -1.0985, -5.8300], [-2.4007, -1.9842, -5.7532], [-3.4807, -2.3065, -3.5225], [-2.2038, -1.6981, -1.4863], [-3.6591, -1.8807, 0.4913], [-3.5457, 0.0204, 0.4149], [-4.8354, 0.6779, 1.6301], [-3.9942, 0.6751, -1.3134], [-1.0846, 0.4364, 0.6214], [-1.0477, -0.0297, 3.1882], [-2.2288, 0.9703, 4.2564], [0.7450, 0.2928, 3.6998], [-1.4824, -1.8686, 3.1861], [-1.1791, 3.1494, 0.4643], [-2.6316, 3.6267, 1.5474], [0.3400, 4.1666, 0.9017], [-1.4066, 3.1492, -1.4102], [-4.2694, -2.2684, -0.3280], [-4.1441, -2.1906, 1.4175], [-2.6938, -2.3852, 0.4501], [-5.8229, 0.4401, 1.2278], [-4.8021, 1.7540, 1.7854], [-4.7591, 0.1941, 2.6032], [-4.7852, 0.0573, -1.7468], [-3.1578, 0.6647, -2.0112], [-4.3804, 1.6942, -1.2595], [-1.9221, 2.0113, 4.3532], [-2.2351, 0.5384, 5.2604], [-3.2534, 0.9503, 3.8901], [0.8655, 1.2975, 4.1080], [1.4529, 0.1750, 2.8815], [1.0374, -0.4088, 4.4859], [-2.5614, -2.0177, 3.2235], [-1.0599, -2.3555, 4.0690], [-1.1043, -2.3956, 2.3102], [-2.5242, 3.2607, 2.5681], [-3.5774, 3.2615, 1.1528], [-2.6950, 4.7165, 1.5956], [0.6364, 4.0679, 1.9467], [0.1031, 5.2210, 0.7331], [1.1978, 3.9260, 0.2745], [-2.4408, 2.9638, -1.6981], [-0.7846, 2.3914, -1.8814], [-1.1208, 4.1210, -1.8232]],
  "forces_ev_per_angstrom": [[1.054, -1.430, -1.220], [0.365, 0.101, 0.053], [-0.224, -0.004, -0.060], [0.227, -0.177, -0.083], [-0.124, 0.086, -0.024], [-0.129, 0.002, -0.004], [0.095, -0.019, -0.058], [0.001, 0.187, 0.104], [-1.408, -0.398, 0.290], [-0.038, 0.094, 0.280], [-0.038, -0.087, 0.044], [0.019, -0.290, -0.184], [-0.038, 0.093, 0.121], [-0.049, 0.073, -0.024], [0.075, -0.018, -0.117], [-0.178, 0.094, 0.349], [-0.550, 1.108, -0.570], [-0.203, 0.082, -0.117], [0.060, 0.135, -0.204], [-0.031, -0.072, 0.158], [-0.023, 0.086, 0.105], [0.094, -0.041, -0.137], [-0.167, -0.095, 0.206], [0.487, 0.556, 1.293], [-0.090, -0.009, -0.040], [-0.075, -0.018, -0.046], [0.011, -0.023, 0.068], [0.141, -0.009, -0.017], [-0.009, -0.029, -0.057], [0.025, -0.006, 0.003], [-0.024, -0.011, 0.017], [0.079, -0.063, -0.017], [-0.028, 0.003, -0.002], [0.059, 0.039, -0.072], [0.021, 0.019, -0.014], [0.028, -0.004, 0.012], [-0.059, 0.034, 0.026], [0.037, 0.006, -0.024], [0.009, 0.039, 0.022], [0.086, -0.007, -0.005], [0.024, 0.035, -0.002], [-0.003, -0.034, -0.009], [0.000, -0.018, 0.061], [0.020, 0.075, -0.071], [-0.134, 0.171, -0.107], [0.526, -0.474, -0.935], [0.544, 0.086, 0.116], [-0.161, -0.247, 0.225], [-1.026, 1.129, 2.509], [0.478, 0.286, -1.445], [0.112, -0.149, -0.194], [-0.243, -0.381, 0.322], [0.147, 0.154, 0.322], [0.643, -0.781, -0.730], [0.089, -0.276, -0.205], [-0.144, -0.241, 0.063], [-0.225, 0.591, 0.113], [-0.062, 0.014, -0.009], [-0.003, -0.009, 0.022], [0.022, -0.011, 0.042], [0.055, -0.096, -0.157], [-0.024, -0.008, 0.016], [-0.020, -0.040, -0.002], [-0.088, 0.032, 0.011], [0.026, 0.051, 0.045], [0.006, 0.033, 0.014], [0.073, 0.003, -0.008], [0.037, -0.030, 0.020], [0.008, -0.001, -0.009], [-0.020, 0.061, -0.042], [-0.045, -0.100, 0.016], [0.037, 0.047, 0.082], [-0.025, 0.024, -0.036], [-0.024, -0.010, 0.053], [-0.022, 0.012, -0.038], [0.035, -0.015, -0.009], [0.017, 0.007, -0.054], [0.110, 0.051, -0.073], [-0.015, 0.021, 0.032], [-0.127, -0.002, -0.012], [-0.035, -0.002, -0.043], [-0.005, -0.040, -0.023], [0.037, -0.009, 0.083], [-0.079, 0.065, -0.004]],
  "mulliken_charge": [-0.169, -1.405, -0.992, 0.665, -0.892, -0.703, -1.191, -1.193, 1.003, 0.866, -1.194, 0.420, -1.183, -0.563, -1.170, -0.348, 1.262, -1.093, 0.439, -0.940, -0.776, -0.695, -1.626, 1.357, 0.437, 0.558, 0.570, 0.350, 0.489, 0.455, 0.489, 1.079, 0.398, 0.585, 0.536, 0.449, 0.527, 0.299, 0.446, 0.448, 0.535, 0.452, 0.529, 0.814, -1.548, 1.151, -1.226, -1.157, 0.246, 0.823, -1.162, -1.037, -1.116, 0.297, -0.859, -1.005, -0.933, 0.553, 0.330, 0.370, 0.405, 0.355, 0.358, 0.460, 0.232, 0.386, 0.330, 0.393, 0.272, 0.320, 0.104, 0.582, 0.278, 0.540, 0.247, 0.162, 0.182, 0.505, 0.275, 0.524, 0.234, 0.272, 0.050, 0.481],
  "gap_ev": [5.454, 5.345],
  "homo_energy_ev": [-12.698, -12.688],
  "largest_force_ev_per_a": 2.9,
  "lumo_energy_ev": [-7.2, -7.3],
  "energy_ha": -2582.21781,
  "total_charge": 2,
  "multiplicity": 1
}

=====

[3]
{
  "formula": "BF4H18O9",
  "method": "the ωB97M-V functional and the def2-TZVPD basis",
  "species": ["B", "F", "F", "F", "F", "O", "H", "H", "O", "H", "H", "O", "H", "H", "O", "H", "H", "O", "H", "H", "O", "H", "H", "O", "H", "H", "O", "H", "H", "O", "H", "H"],
  "coordinates": [[0.1959, -0.0726, -0.1078], [-0.4702, -0.7913, -1.0898], [1.2783, -0.8960, 0.2816], [0.6207, 1.1597, -0.5786], [-0.5147, -0.0853, 1.1166], [-2.3825, 1.7232, -2.0496], [-1.7676, 2.1633, -1.4511], [-2.1558, 2.0600, -2.9213], [3.3419, 0.9792, -1.1632], [3.6003, 1.8114, -0.7579], [2.7736, 0.5571, -0.5095], [-1.3335, -2.7122, 1.2077], [-1.6209, -2.5366, 2.1075], [-0.7556, -1.9665, 0.9899], [2.0251, -2.0080, 3.4879], [1.6468, -1.4847, 2.7705], [2.9603, -2.0654, 3.2746], [2.0821, -2.7474, -1.5916], [3.0072, -2.5410, -1.4384], [1.5989, -2.1455, -1.0021], [-3.1356, -0.7222, -1.0688], [-2.7695, 0.1482, -1.3015], [-2.4273, -1.1585, -0.5889], [0.9308, 0.3865, -3.2456], [0.1673, -0.1225, -2.9576], [1.2858, 0.7662, -2.4383], [-3.5721, 1.4423, 1.7623], [-3.0242, 0.6980, 1.4839], [-2.9441, 2.1347, 1.9908], [0.1550, 2.9306, 1.9107], [0.1765, 2.0188, 1.5923], [1.0273, 3.0768, 2.2854]],
  "forces_ev_per_angstrom": [[0.149, -1.464, 0.252], [-0.230, 0.326, -0.048], [1.595, 0.136, -0.126], [-0.427, 0.191, 0.717], [-0.863, 1.497, -0.131], [0.073, 0.548, 0.048], [0.057, -0.045, -0.012], [0.085, -0.176, -0.048], [0.330, -0.009, 0.018], [-0.064, 0.033, -0.024], [-0.110, -0.096, -0.024], [0.043, -0.111, -0.096], [0.009, 0.063, 0.003], [-0.211, -0.294, 0.182], [0.012, 0.159, 0.051], [-0.051, -0.117, -0.087], [-0.009, -0.031, -0.061], [-0.058, -0.130, 0.057], [-0.007, 0.100, -0.024], [0.185, -0.221, -0.223], [-0.361, 0.185, 0.283], [-0.212, -0.416, -0.176], [-0.005, -0.219, -0.082], [-0.040, 0.142, -0.600], [0.040, -0.062, 0.134], [0.122, 0.017, 0.030], [0.055, 0.046, 0.097], [-0.069, -0.003, -0.143], [0.074, -0.047, 0.001], [-0.027, -0.019, 0.065], [-0.083, 0.018, -0.045], [-0.001, -0.002, 0.010]],
  "mulliken_charge": [0.817, -0.421, -0.455, -0.381, -0.440, -0.667, 0.297, 0.298, -0.622, 0.304, 0.290, -0.677, 0.297, 0.304, -0.672, 0.345, 0.304, -0.671, 0.281, 0.415, -0.678, 0.381, 0.396, -0.684, 0.340, 0.362, -0.671, 0.354, 0.324, -0.676, 0.330, 0.275],
  "gap_ev": 9.744,
  "homo_energy_ev": -7.318,
  "largest_force_ev_per_a": 1.7,
  "lumo_energy_ev": 2.4,
  "e_above_lowest_ev": 0.592,
  "energy_ha": -1112.61575,
  "total_charge": -1,
  "multiplicity": 1
}

=====

[4]
{
  "formula": "C4H8O2",
  "method": "the ωB97M-V functional and the def2-TZVPD basis",
  "species": ["C", "C", "O", "C", "C", "O", "H", "H", "H", "H", "H", "H", "H", "H"],
  "coordinates": [[0.4030, -1.8096, 1.3256], [-0.4940, -1.4821, 0.1789], [-1.6802, -1.0968, 0.5502], [0.3646, 2.6251, -1.1088], [0.0062, 1.3546, -1.2753], [0.8939, 0.3328, -1.3255], [-0.0551, -1.7330, 2.3280], [1.2580, -1.1250, 1.2591], [0.8083, -2.8167, 1.1818], [-1.8045, -1.0891, 1.5269], [-0.3883, 3.4049, -1.1067], [1.4074, 2.8989, -0.9793], [-1.0421, 1.0695, -1.3911], [0.3940, -0.5088, -1.2026]],
  "forces_ev_per_angstrom": [[0.012, -0.010, -0.028], [-0.103, -0.046, 0.356], [0.067, -0.062, 0.069], [-0.012, -0.121, 0.000], [-0.103, 0.284, -0.001], [-0.070, -0.028, -0.034], [-0.002, 0.013, -0.159], [-0.077, -0.089, 0.007], [-0.028, 0.110, -0.017], [0.045, -0.024, -0.138], [0.107, -0.134, -0.004], [-0.138, -0.023, -0.051], [0.175, 0.055, 0.018], [0.127, 0.078, -0.017]],
  "mulliken_charge": [-0.910, -0.114, -0.260, -0.759, 0.137, -0.518, 0.386, 0.229, 0.279, 0.284, 0.243, 0.255, 0.290, 0.459],
  "gap_ev": 9.068,
  "homo_energy_ev": -8.474,
  "largest_force_ev_per_a": 0.4,
  "lumo_energy_ev": 0.6,
  "e_above_lowest_ev": 3.978,
  "energy_ha": -307.56624,
  "multiplicity": 1
}